<P>
Below is C5H11NO2 in the gas phase, with properties calculated with ωB97M-V/def2-TZVPD.

```
19
Properties=species:S:1:pos:R:3:nbo_charge:R:1
O -1.12 -0.91 -1.61 -0.7368
O -0.18 1.03 1.70 -0.5385
C 0.01 -0.41 1.68 -0.1008
C 0.17 1.70 0.47 -0.0834
C 1.02 -0.80 -1.19 -0.4218
C -0.75 -1.06 0.49 -0.2405
C -0.48 1.02 -0.74 -0.2627
N -0.33 -0.43 -0.78 0.0812
H 1.08 -0.64 1.59 0.1638
H -0.40 -0.92 2.57 0.2066
H 1.26 1.67 0.40 0.1651
H -0.20 2.78 0.54 0.2113
H 1.81 -0.33 -0.60 0.1851
H 1.14 -0.52 -2.20 0.2298
H 1.17 -1.90 -1.12 0.2242
H -0.65 -2.15 0.45 0.2318
H -1.84 -0.87 0.64 0.2312
H -1.52 1.24 -0.64 0.2272
H -0.20 1.49 -1.66 0.2273
```

Calculated values
orbital gap: 0.334 Eh
LUMO level: 0.81 eV
structure (SMILES): C[N+]1([O-])CCOCC1



<Q>
Below is 2 unconnected molecules or ions with the total composition C5H11NO2, with properties calculated with ωB97M-V/def2-TZVPD.

```
19
Properties=species:S:1:pos:R:3:nbo_charge:R:1
C -1.64 -1.13 0.37 0.2040
C -0.50 -1.71 -0.14 -0.5615
C -0.34 2.01 0.43 -0.2415
C 1.06 -0.09 -0.08 0.5140
N 2.14 -0.53 0.69 -0.8815
C 1.26 0.31 -1.37 -0.6146
O 0.13 0.74 0.81 -0.5917
O -2.47 -0.42 -0.42 -0.6794
H -3.28 -0.18 0.05 0.4834
H -2.07 -1.45 1.32 0.1678
H 3.06 -0.47 0.29 0.4030
H 1.92 -0.65 1.67 0.4007
H -0.08 -2.55 0.39 0.2235
H -0.31 -1.65 -1.20 0.2298
H -1.43 1.95 0.41 0.1688
H -0.02 2.43 -0.53 0.1883
H -0.02 2.73 1.19 0.1761
H 2.13 -0.03 -1.90 0.2010
H 0.44 0.69 -1.96 0.2095
```

Calculated values
orbital gap (spin up / spin down): 0.298 / 0.298 Eh
LUMO level (spin up / spin down): 0.76 / 0.76 eV
structure (SMILES): C=C(N)OC.C=CO



List of relative energies, unit kcal/mol: <P> 0.0; <Q> 11.2



<P>
Below is 2 unconnected molecules or ions with the total composition C5H11NO2, with properties calculated with ωB97M-V/def2-TZVPD.

```
19
Properties=species:S:1:pos:R:3:nbo_charge:R:1
O 2.32 1.27 0.79 -0.5854
C 2.15 0.34 0.02 0.4892
N 2.04 -0.96 0.59 -0.4771
C 0.98 -1.83 0.13 -0.4112
C -1.71 0.61 0.72 -0.0794
C -2.82 1.22 -0.16 -0.6182
O -1.59 -0.71 0.52 -0.5436
C 2.13 0.32 -1.39 -0.2442
H 1.91 -0.82 1.58 0.4014
H 0.01 -1.28 0.26 0.2827
H 0.98 -2.70 0.78 0.2167
H -0.81 1.15 0.37 0.1928
H -2.52 0.90 -1.16 0.2019
H -3.79 0.77 0.03 0.2102
H -2.83 2.31 -0.14 0.2073
H -1.89 0.92 1.76 0.1419
H 2.47 1.19 -1.93 0.2155
H 1.07 -2.10 -0.91 0.2047
H 1.93 -0.61 -1.88 0.1947
```

Calculated values
orbital gap: 0.147 Eh
LUMO level: -4.02 eV



<Q>
Below is C5H11NO2 in the gas phase, with properties calculated with ωB97M-V/def2-TZVPD.

```
19
Properties=species:S:1:pos:R:3:nbo_charge:R:1
C -0.33 0.61 0.45 -0.1952
N -1.31 -0.29 1.07 -0.6679
C -0.92 -0.83 2.39 0.1067
O -1.23 -2.20 2.42 -0.7085
C -0.12 0.26 -1.06 -0.4080
C 1.33 0.52 -1.42 -0.5131
C 1.55 0.83 -2.89 0.4598
O 2.18 0.15 -3.64 -0.5101
H -0.56 1.67 0.49 0.1768
H 0.59 0.42 1.01 0.1645
H -1.71 -0.95 0.43 0.3790
H -1.52 -0.27 3.10 0.1512
H 0.15 -0.63 2.47 0.1407
H -1.75 -2.32 3.17 0.4693
H -0.42 -0.78 -1.19 0.2122
H -0.80 0.92 -1.59 0.2067
H 2.05 -0.27 -1.21 0.2288
H 1.71 1.37 -0.85 0.2166
H 1.10 1.79 -3.16 0.0906
```

Calculated values
orbital gap: 0.353 Eh
LUMO level: 0.91 eV
structure (SMILES): O=CCCCNCO



<R>
Below is C5H11NO2 in the gas phase, with properties calculated with ωB97M-V/def2-TZVPD.

```
19
Properties=species:S:1:pos:R:3:nbo_charge:R:1
C -1.22 -0.16 0.18 0.3896
C 1.32 0.35 0.43 -0.2959
C 2.39 1.15 -0.33 -0.0585
C -2.14 -0.51 -0.96 -0.6441
C -1.28 -1.10 1.36 -0.6639
N 0.11 0.47 -0.35 -0.1951
O -0.99 1.16 0.42 -0.3963
O 2.66 0.61 -1.60 -0.7149
H 1.82 0.57 -2.06 0.4740
H 1.24 0.71 1.46 0.2090
H 1.61 -0.71 0.45 0.2003
H 2.08 2.20 -0.41 0.1638
H 3.33 1.10 0.23 0.1785
H -3.18 -0.43 -0.63 0.2165
H -2.29 -1.41 1.53 0.2283
H -1.97 0.18 -1.79 0.2357
H -1.95 -1.53 -1.29 0.2179
H -0.85 -0.64 2.26 0.2314
H -0.69 -1.99 1.12 0.2240
```

Calculated values
orbital gap: 0.386 Eh
LUMO level: 0.89 eV
structure (SMILES): CC1(C)ON1CCO



List of relative energies, unit kcal/mol: <P> 117.2; <Q> 0.0; <R> 27.6



<P>
Below is 2 unconnected molecules or ions with the total composition C5H11NO2, with properties calculated with ωB97M-V/def2-TZVPD.

```
19
Properties=species:S:1:pos:R:3:nbo_charge:R:1
C -0.06 -0.85 2.05 -0.1030
O 0.19 -1.75 3.16 -0.7268
C -1.08 -1.58 1.14 -0.2010
C -2.18 -1.00 0.67 -0.3982
H 0.87 -0.62 1.50 0.1773
H -0.55 0.14 2.45 0.1730
H 0.67 -1.25 3.83 0.4711
H -0.92 -2.69 1.08 0.2126
H -2.98 -1.52 0.21 0.2016
H -2.33 0.12 0.85 0.1953
C 1.55 2.41 -1.53 0.5142
N 1.30 1.31 -2.29 -0.6063
C 0.34 0.26 -1.93 -0.4287
O 1.22 2.53 -0.33 -0.6246
H 2.25 3.11 -2.05 0.1184
H 1.42 1.46 -3.29 0.3861
H 0.37 0.04 -0.82 0.2349
H 0.59 -0.66 -2.49 0.2062
H -0.68 0.55 -2.21 0.1978
```

Calculated values
orbital gap: 0.390 Eh
LUMO level: 0.80 eV
structure (SMILES): C=CCO.CNC=O



<Q>
Below is 2 unconnected molecules or ions with the total composition C5H11NO2, with properties calculated with ωB97M-V/def2-TZVPD.

```
19
Properties=species:S:1:pos:R:3:nbo_charge:R:1
O 2.60 0.18 2.19 -0.6162
C 1.89 0.36 1.22 0.5583
N 0.57 -0.30 1.27 -0.7156
C -0.61 0.10 0.48 -0.2589
C -1.03 -0.91 -0.58 0.0859
C -2.08 -0.40 -1.52 -0.6355
O 0.18 -1.42 -1.17 -0.7270
C 2.14 1.15 0.06 -0.4244
H 0.49 -0.76 2.18 0.4123
H -0.50 1.12 0.06 0.2028
H -1.45 0.14 1.16 0.2097
H -1.46 -1.77 0.00 0.1470
H -1.61 0.48 -1.97 0.2062
H -3.01 -0.02 -1.12 0.2253
H -2.42 -1.14 -2.23 0.2313
H 0.78 -1.40 -0.40 0.4787
H 1.66 1.03 -0.92 0.2434
H 0.75 1.96 1.15 0.1398
H 3.13 1.60 0.14 0.2368
```

Calculated values
orbital gap: 0.312 Eh
LUMO level: -1.20 eV



<R>
Below is C5H11NO2 in the gas phase, with properties calculated with ωB97M-V/def2-TZVPD.

```
19
Properties=species:S:1:pos:R:3:nbo_charge:R:1
O -0.05 -1.83 1.64 -0.5209
C 0.47 -0.82 1.25 0.4316
C -0.11 -0.07 0.05 -0.1570
C 0.34 -0.85 -1.25 -0.3892
C 0.12 -2.35 -1.31 -0.6165
N 0.23 1.35 0.21 -0.6624
C -0.83 2.07 0.91 0.1033
O -0.30 3.23 1.51 -0.7143
H 1.33 -0.33 1.73 0.1217
H -1.21 -0.16 0.09 0.1935
H -0.07 -0.20 -2.03 0.2071
H 1.41 -0.60 -1.35 0.1981
H -0.90 -2.72 -1.40 0.2216
H 0.66 -2.76 -0.46 0.2250
H 0.76 -2.70 -2.13 0.2155
H 0.42 1.82 -0.66 0.3684
H -1.59 2.43 0.19 0.1435
H -1.31 1.38 1.61 0.1562
H 0.63 3.12 1.39 0.4748
```

Calculated values
orbital gap: 0.381 Eh
LUMO level: 0.82 eV
structure (SMILES): CC[C@@H](C=O)NCO



List of relative energies, unit kcal/mol: <P> 4.8; <Q> 65.7; <R> 0.0



<P>
Below is C5H11NO2 in the gas phase, with properties calculated with ωB97M-V/def2-TZVPD.

```
19
Properties=species:S:1:pos:R:3:nbo_charge:R:1
C 0.29 -0.15 0.02 0.0020
C 0.41 -0.78 1.37 -0.0570
C -0.60 -0.79 -0.88 -0.4482
C -1.75 0.20 -0.96 -0.0737
C -0.34 1.24 0.14 -0.1078
H 2.18 -0.74 -0.95 0.3844
H 1.70 1.02 -0.71 0.3644
H -0.56 -0.83 1.75 0.1825
H 0.93 -1.72 1.22 0.1661
H 2.14 0.05 1.77 0.4888
H -0.94 -1.93 -0.60 0.2198
H -0.28 -0.74 -2.00 0.2300
H -2.71 -0.25 -0.95 0.1976
H -1.52 0.87 -1.88 0.1517
H -0.38 1.59 1.26 0.2522
H 0.22 1.79 -0.68 0.1553
N 1.75 0.04 -0.30 -0.8727
O 1.17 0.07 2.25 -0.7355
O -1.72 1.06 0.13 -0.4997
```

Calculated values
orbital gap: 0.393 Eh
LUMO level: 0.83 eV
structure (SMILES): N[C@]1(CO)CCOC1



<Q>
Below is 3 unconnected molecules or ions with the total composition C5H11NO2, with properties calculated with ωB97M-V/def2-TZVPD.

```
19
Properties=species:S:1:pos:R:3:nbo_charge:R:1
C -1.68 -0.53 -0.99 -0.6759
C -0.43 0.21 -0.48 -0.0432
N -0.42 0.47 1.10 0.0478
C 0.77 2.34 2.73 -0.8650
C 0.32 -0.71 0.49 -0.3142
C 0.87 -1.84 -2.63 0.6075
O 0.46 -2.56 -1.65 -0.7446
O 0.40 -0.79 -3.24 -0.7131
H -1.44 -1.48 -1.56 0.3431
H 0.94 3.05 3.56 0.2343
H -2.43 -0.02 -1.63 0.2522
H 0.19 1.02 -1.01 0.2951
H -2.29 -0.78 -0.02 0.2162
H -0.27 1.79 2.92 0.2302
H 1.59 1.67 2.65 0.2149
H 0.46 2.82 1.78 0.2160
H -0.20 -1.66 0.92 0.3041
H 1.29 -0.79 0.10 0.3238
H 1.88 -2.21 -3.03 0.0711
```

Calculated values
orbital gap: 0.138 Eh
LUMO level: -4.69 eV



List of relative energies, unit kcal/mol: <P> 0.0; <Q> 124.3